<i>
{
  "formula": "C4H8N2O",
  "method": "wB97M-V/def2-TZVPD",
  "orbital_gap_ha": 0.3607,
  "smiles": "CNC1=N[C@@H]1CO",
  "symbols": ["H", "O", "H", "H", "H", "N", "N", "C", "C", "H", "C", "H", "H", "C", "H"],
  "coordinates": [[2.59014, -0.92054, -1.44082], [2.92064, 0.16649, 0.22558], [1.04885, 1.12601, -1.47799], [1.68944, -1.51037, -0.02046], [-0.62153, 0.51537, 1.54016], [-1.07749, 0.41706, 0.65815], [-0.48670, -0.68696, -1.48674], [-2.49107, 0.25014, 0.73159], [0.83352, 0.15444, -1.01435], [2.42420, 0.48607, 0.98738], [-0.41715, -0.04903, -0.39097], [-2.83797, 0.35873, -0.29546], [-2.74389, -0.71727, 1.14882], [2.03424, -0.61904, -0.56038], [-2.86522, 1.02890, 1.39549]]
}

---

<ii>
{
  "formula": "C4H8N2O",
  "method": "wB97M-V/def2-TZVPD",
  "orbital_gap_ha": 0.3417,
  "smiles": "Cc1cnc[nH]1.O",
  "symbols": ["H", "O", "C", "H", "C", "H", "N", "C", "H", "C", "H", "H", "H", "N", "H"],
  "coordinates": [[-1.76799, 2.19028, 1.03861], [-0.34249, 0.52284, -3.23334], [0.58821, -1.63639, 0.87727], [0.39248, 0.04317, -3.39810], [0.99985, 0.69902, 0.00391], [-0.30126, -2.35182, 0.77939], [0.16405, 1.82944, 0.03700], [-0.92105, 1.61746, 0.77436], [1.90097, 0.64726, -0.60200], [0.25535, -0.29513, 0.65914], [-1.43952, -0.25801, 1.82553], [-0.79698, 0.67687, -2.22607], [1.36053, -2.24203, 0.26570], [-0.87954, 0.26763, 1.20375], [0.78738, -1.71059, 1.99484]]
}

---

Which of them is most stable, and which least? Most stable: <ii>; least stable: <i>.

---

<i>
{
  "formula": "C4H8N2O",
  "method": "wB97M-V/def2-TZVPD",
  "orbital_gap_ha": 0.3687,
  "symbols": ["H", "C", "C", "H", "H", "C", "N", "H", "O", "H", "H", "H", "H", "N", "C"],
  "coordinates": [[0.78950, 0.21777, -2.22981], [0.07713, -1.75775, -1.44519], [-0.52977, -0.70912, 0.68608], [-1.16014, 2.82248, 1.50127], [0.42772, -1.07014, 1.09740], [0.29031, 1.37975, 1.23935], [-0.16603, 2.61183, 1.45694], [0.48905, -2.57357, -0.84976], [-0.79513, 0.58006, 1.20251], [-1.34805, -1.35715, 1.01533], [-0.42608, -2.06803, -2.35799], [0.48516, 3.37732, 1.51614], [1.63022, -0.36747, -0.70706], [-0.53347, -0.63831, -0.75476], [0.76958, -0.44765, -1.37046]]
}

---

<ii>
{
  "formula": "C4H8N2O",
  "method": "wB97M-V/def2-TZVPD",
  "orbital_gap_ha": 0.3575,
  "smiles": "CNC=C=N.C=O",
  "symbols": ["C", "H", "H", "H", "H", "O", "C", "N", "H", "C", "H", "H", "H", "C", "N"],
  "coordinates": [[2.05857, 0.01805, -1.24061], [-1.46237, -1.37313, -0.08522], [1.86239, 0.78729, -1.99557], [2.74432, 0.44137, -0.48962], [-1.53194, 0.18214, 2.21085], [-2.47026, -0.25419, 1.30912], [-0.00542, 0.51772, -0.04258], [-0.50102, 0.67078, 2.42386], [0.94672, -1.24907, -0.07250], [-1.93247, -0.41297, 0.17570], [2.56129, -0.81475, -1.74169], [-2.33368, 0.14618, -0.67821], [-0.17267, 1.40831, -0.64811], [-0.02411, 0.70761, 1.32527], [0.79365, -0.45746, -0.68611]]
}

---

Which of them is most stable, and which least? Most stable: <i>; least stable: <ii>.

---

<i>
{
  "formula": "CH3NO",
  "method": "wB97M-V/def2-TZVPD",
  "orbital_gap_ha": 0.4012,
  "smiles": "C=NO",
  "symbols": ["H", "O", "C", "N", "H", "H"],
  "coordinates": [[-0.43865, 1.48431, 0.11448], [-0.28555, 1.13425, -0.88289], [0.15839, -0.71223, 0.22445], [0.35599, -0.11555, -0.90932], [0.78089, -1.57098, 0.55643], [-0.57107, -0.21980, 0.89684]]
}

---

<ii>
{
  "formula": "CH3NO",
  "method": "wB97M-V/def2-TZVPD",
  "orbital_gap_ha": 0.4145,
  "smiles": "C=NO",
  "symbols": ["C", "O", "H", "H", "N", "H"],
  "coordinates": [[-0.17306, -0.70888, 0.16141], [0.33130, 1.45717, 0.08224], [0.36011, 1.21279, -0.86567], [-0.31534, -1.65062, 0.68770], [0.10484, 0.33571, 0.85003], [-0.30785, -0.64617, -0.91571]]
}

---

Which of them is most stable, and which least? Most stable: <ii>; least stable: <i>.

---

<i>
{
  "formula": "C4H11NO",
  "method": "wB97M-V/def2-TZVPD",
  "orbital_gap_ha": 0.3638,
  "smiles": "C=CCNC.O",
  "symbols": ["C", "H", "H", "O", "H", "H", "C", "H", "C", "C", "H", "H", "H", "N", "H", "H", "H"],
  "coordinates": [[-1.22571, 0.52436, -0.82318], [-0.07220, 0.29595, -2.64872], [-1.09926, -1.50454, 1.10083], [3.33206, -2.43104, 3.40910], [-1.63326, 1.42300, -0.34864], [0.68221, -0.97064, 1.45300], [-0.32813, -0.72365, 1.11318], [-0.59229, 2.51402, -3.55635], [-0.88394, 0.90768, -2.25540], [-1.21790, 2.09000, -2.79004], [-0.66072, 0.05102, 1.81764], [-1.65761, 2.75811, -2.04667], [0.29782, -0.75817, -0.79831], [-0.05946, -0.03978, -0.17419], [-2.11111, -0.14357, -0.84343], [3.67629, -2.42537, 4.31261], [3.55325, -1.56738, 3.07856]]
}

---

<ii>
{
  "formula": "C4H11NO",
  "method": "wB97M-V/def2-TZVPD",
  "orbital_gap_ha": 0.3081,
  "smiles": "C/C=C/NC.O",
  "symbols": ["H", "H", "H", "H", "C", "H", "O", "H", "H", "H", "C", "C", "C", "H", "H", "H", "N"],
  "coordinates": [[0.19252, 0.34770, -0.50165], [1.94837, 1.57449, -0.00298], [1.53660, 1.66347, 1.80198], [0.04011, -0.01860, 2.52626], [1.09402, 1.70870, 0.83689], [-1.43501, -1.85699, 1.97308], [0.65804, 1.20589, -3.11670], [0.74908, 2.69737, 0.47107], [-0.06071, 0.83930, -2.58731], [1.03430, 1.88086, -2.44031], [0.31515, 0.45046, 0.49870], [-1.23487, -1.80314, -0.14910], [-0.11349, -0.39113, 1.56498], [-2.07574, -1.24276, -0.55323], [-1.38082, -2.96648, -0.17453], [-0.46366, -1.60526, -0.88836], [-0.81633, -1.53566, 1.25726]]
}

---

Which of them is most stable, and which least? Most stable: <i>; least stable: <ii>.

---

<i>
{
  "formula": "C4H11NO",
  "method": "wB97M-V/def2-TZVPD",
  "orbital_gap_ha": 0.3444,
  "smiles": "C=CN.CCO",
  "symbols": ["H", "C", "H", "C", "H", "O", "H", "N", "H", "H", "H", "H", "H", "C", "H", "C", "H"],
  "coordinates": [[2.35796, -0.17101, -1.20191], [0.45702, -1.28805, -1.03857], [-2.16565, 2.88147, -0.40116], [-1.30154, 1.79664, 1.17766], [-0.23869, -1.75023, -1.73333], [0.68906, -2.17879, 0.02617], [1.49437, -0.67849, -2.89860], [-0.41072, 0.99185, 1.83331], [-1.45319, 2.52907, 1.83810], [-1.22284, 1.17635, -0.79239], [0.58745, 0.95874, 1.64783], [2.30080, -1.90889, -1.72003], [-0.63521, 0.92912, 2.85074], [-1.75729, 1.85600, -0.13345], [1.36427, -1.82191, 0.62207], [1.75408, -0.92020, -1.78477], [0.05972, -0.32326, -0.57911]]
}

---

<ii>
{
  "formula": "C4H11NO",
  "method": "wB97M-V/def2-TZVPD",
  "orbital_gap_ha": 0.3976,
  "smiles": "CC(N)=O.CC",
  "symbols": ["H", "C", "H", "H", "H", "H", "C", "H", "H", "C", "O", "H", "H", "N", "H", "H", "C"],
  "coordinates": [[2.92443, -1.03682, -1.16587], [-2.02611, 0.01597, 0.58293], [-3.05561, 0.32572, 0.75172], [-1.40325, -0.18729, 1.44474], [1.13983, -0.91510, -1.35942], [1.17248, 0.03009, 0.84176], [1.81457, -0.82233, 0.66369], [1.51477, -1.66102, 1.30382], [-1.96432, 2.87974, 0.41501], [-1.30806, 0.94273, -0.35564], [-0.64742, 0.54085, -1.28926], [1.74948, -2.39188, -1.00261], [2.81013, -0.62996, 1.07407], [-1.34739, 2.30756, -0.15652], [-1.09683, 2.83313, -0.96734], [-2.23854, -0.87942, -0.01087], [1.96183, -1.35196, -0.77020]]
}

---

<iii>
{
  "formula": "C4H11NO",
  "method": "wB97M-V/def2-TZVPD",
  "orbital_gap_ha": 0.3702,
  "smiles": "CC(C)(N)CO",
  "symbols": ["C", "H", "H", "H", "H", "H", "H", "O", "H", "N", "C", "C", "H", "H", "H", "C", "H"],
  "coordinates": [[0.14052, -0.27308, -1.29164], [0.44068, 0.47355, -2.11599], [-1.70261, 0.88290, 0.00256], [-1.84048, 0.16498, -1.15774], [-0.27739, -1.17880, 2.17150], [2.26654, -0.06123, 0.81260], [-0.23417, 1.96397, -0.26226], [-1.21540, -0.63562, -1.49251], [0.57104, -1.21507, -1.60632], [1.51720, 0.71684, 0.63358], [-0.71099, 1.10414, 0.39663], [-0.00082, -1.22110, 1.01527], [-0.98910, -1.67474, 0.66870], [1.64170, 1.33765, -0.28960], [0.97712, -1.81000, 0.83670], [0.27000, 0.07621, 0.26757], [-0.85382, 1.34940, 1.41095]]
}

---

Which of them is most stable, and which least? Most stable: <ii>; least stable: <i>.

---

<i>
{
  "formula": "C4H11NO",
  "method": "wB97M-V/def2-TZVPD",
  "orbital_gap_ha": 0.3044,
  "smiles": "C=C(C)NC.O",
  "symbols": ["C", "H", "H", "H", "H", "C", "H", "H", "H", "C", "H", "H", "H", "O", "H", "N", "C"],
  "coordinates": [[0.27487, 0.13061, 1.05121], [0.36965, -0.14648, 3.22000], [0.46370, -1.12976, -0.58280], [-1.72207, -1.98331, 1.25590], [1.28750, 1.01708, -0.58195], [-0.34772, 0.08408, 2.41446], [-1.10943, -0.66346, 2.51589], [-0.93699, -2.84345, -0.15834], [-2.01446, -1.40379, -0.36294], [1.07124, 1.04114, 0.49426], [1.41159, 1.99296, 0.84703], [1.78042, 2.00208, -4.68444], [0.34248, 2.02391, -4.22849], [1.11889, 1.45531, -4.24891], [-0.54884, 1.14646, 2.61241], [-0.16292, -0.86925, 0.15317], [-1.27792, -1.85414, 0.28355]]
}

---

<ii>
{
  "formula": "C4H11NO",
  "method": "wB97M-V/def2-TZVPD",
  "orbital_gap_ha": 0.3223,
  "smiles": "CC/C=C/N.O",
  "symbols": ["N", "H", "C", "H", "H", "O", "H", "C", "H", "C", "H", "C", "H", "H", "H", "H", "H"],
  "coordinates": [[-0.67316, -1.65316, -1.73755], [-0.75251, -2.41073, -1.07848], [0.21522, 0.54678, -0.87338], [-2.65490, -0.02196, 1.37595], [1.57319, 1.91391, 0.12316], [-2.49607, 0.22344, 0.48115], [-1.56619, 0.21777, 0.27288], [0.79059, 1.20631, 0.38380], [-0.29581, 1.22568, -1.55047], [1.31608, 0.20769, 1.42224], [1.26445, -1.21972, -1.17966], [0.26979, -0.74566, -1.24309], [0.65726, -0.05716, 2.24232], [0.01191, 1.92706, 0.64891], [1.63280, -0.65526, 0.83710], [2.29091, 0.54386, 1.79283], [-1.58357, -1.24886, -1.91771]]
}

---

Which of them is most stable, and which least? Most stable: <i>; least stable: <ii>.

---

<i>
{
  "formula": "C4H11NO",
  "method": "wB97M-V/def2-TZVPD",
  "orbital_gap_ha": 0.3236,
  "smiles": "C/C=C(/C)N.O",
  "symbols": ["H", "C", "N", "H", "H", "H", "H", "O", "C", "C", "H", "H", "H", "C", "H", "H", "H"],
  "coordinates": [[-3.55263, -0.71435, 6.02432], [-0.19026, 1.55293, -2.16887], [0.33387, 0.01686, 0.28278], [2.16044, -1.93569, -0.01898], [-3.53166, 0.73786, 5.33374], [-0.83060, 1.69513, -3.04620], [2.99087, -0.83735, -1.21079], [-3.40957, 0.20856, 6.11380], [0.48348, 0.21016, -2.10352], [0.90948, -0.39096, -0.98810], [-0.81845, 1.76422, -1.31107], [0.64255, -0.32934, -3.03482], [0.61528, 2.24087, -2.45016], [2.07507, -1.35239, -0.93900], [-0.64327, -0.16899, 0.20209], [0.82087, -0.52871, 0.97585], [1.94453, -2.16879, -1.66109]]
}

---

<ii>
{
  "formula": "C4H11NO",
  "method": "wB97M-V/def2-TZVPD",
  "orbital_gap_ha": 0.3627,
  "smiles": "CC(C)(O)CN",
  "symbols": ["H", "H", "C", "C", "H", "H", "H", "H", "C", "H", "H", "O", "H", "C", "H", "N", "H"],
  "coordinates": [[2.37335, -0.74817, -0.25435], [-0.34688, -1.42720, -1.43595], [1.00046, 0.76146, -0.18850], [-0.46394, -0.07413, 0.25937], [0.93632, 0.79597, -1.27554], [2.26772, -0.01047, 1.20050], [-1.31672, -1.99634, -0.06156], [-1.57133, 1.77554, 0.12525], [-1.62444, 0.75944, -0.26455], [0.97922, 1.80393, 0.14808], [-1.62382, 0.80225, -1.35229], [-0.43172, -0.17475, 1.64937], [0.43334, -2.01969, 0.05687], [-0.41010, -1.46487, -0.34993], [-2.55679, 0.31278, 0.08225], [2.24518, 0.14915, 0.19831], [0.11015, 0.75510, 1.46268]]
}

---

Which of them is most stable, and which least? Most stable: <i>; least stable: <ii>.

---

<i>
{
  "formula": "C7H13NO",
  "method": "wB97M-V/def2-TZVPD",
  "orbital_gap_ha": 0.3825,
  "smiles": "C[C@]12CC[C@H](O)[C@@]1(C)N2",
  "symbols": ["O", "H", "H", "C", "C", "H", "H", "N", "H", "C", "C", "H", "C", "C", "C", "H", "H", "H", "H", "H", "H", "H"],
  "coordinates": [[-2.03831, 0.50275, -1.03641], [-2.23777, -1.90132, -0.04567], [-2.39691, 0.42012, 0.93994], [-0.17785, 0.73631, 0.40358], [-1.58665, 0.13572, 0.27927], [-1.24043, 0.40746, -1.63544], [-1.24205, -1.53545, 1.54990], [0.82623, 0.19338, 1.33018], [2.93644, -0.92136, -0.46815], [-0.01799, 2.16207, 0.16322], [2.10650, -0.18374, -0.78185], [1.06074, 2.37852, 0.23387], [-1.39155, -1.36050, 0.44176], [0.80835, -0.34396, -0.03581], [0.00347, -1.66241, -0.16599], [2.47049, 0.91024, -0.67780], [0.66864, -2.41115, 0.42153], [-0.34776, 2.63247, -0.88653], [0.31955, -0.40152, 2.02679], [0.00223, -1.96757, -1.18906], [2.06244, -0.38361, -1.87751], [-0.58779, 2.59354, 1.01019]]
}

---

<ii>
{
  "formula": "C7H13NO",
  "method": "wB97M-V/def2-TZVPD",
  "orbital_gap_ha": 0.3461,
  "smiles": "C=C(C)O.C=C=NCC",
  "symbols": ["H", "H", "C", "H", "C", "C", "H", "H", "C", "H", "C", "H", "H", "H", "O", "H", "N", "H", "H", "H", "C", "C"],
  "coordinates": [[1.95069, -1.47991, 2.85842], [1.31844, -0.05546, -2.37945], [0.40981, 1.71711, -0.83166], [-2.07437, -1.49943, 1.61356], [0.62815, -0.93410, 1.49801], [1.99095, -0.00131, -1.57699], [-2.97126, 0.35196, 0.66587], [0.07053, 1.75910, 0.14752], [-2.62926, -0.30881, -0.02653], [-0.20548, 1.12892, -1.56589], [-1.63904, -1.24912, 0.73328], [-1.68551, -2.19106, 0.12898], [2.12489, 1.81681, 0.83030], [0.71471, 2.59530, -1.30040], [2.68688, 1.24851, 0.26392], [-3.25986, -0.94213, -0.53323], [-0.39254, -0.50327, 1.06397], [-2.07109, 0.11637, -0.77917], [2.41149, -1.46227, 1.01428], [2.87518, -0.63259, -1.39823], [1.82647, -1.36902, 1.82497], [1.73844, 0.93228, -0.71609]]
}

---

<iii>
{
  "formula": "C7H13NO",
  "method": "wB97M-V/def2-TZVPD",
  "orbital_gap_ha": 0.3260,
  "symbols": ["H", "H", "H", "N", "H", "H", "H", "C", "O", "H", "C", "H", "H", "H", "C", "C", "H", "H", "C", "C", "H", "C"],
  "coordinates": [[-1.89553, -1.31897, 1.41297], [-0.68496, 0.99786, -1.67744], [2.30596, 0.25332, -1.77977], [-1.47993, -0.74310, 0.57540], [-1.81330, -1.20808, -1.36710], [0.82318, -1.53087, 1.28307], [1.26307, -2.24077, -0.44664], [1.08186, 0.23280, -1.71967], [0.81193, 2.10648, 1.03624], [0.64099, 1.89195, 2.11694], [-0.28904, 1.60641, 0.35496], [-0.51938, -2.40902, -0.50748], [-0.45208, 0.50551, 2.01223], [2.47315, -0.67447, 0.36860], [0.04312, 0.90198, -0.89264], [-1.04457, 0.59231, 1.15915], [-0.99376, 2.55504, 0.20709], [-1.97812, 0.89645, 1.69704], [1.29799, -1.10629, 0.27759], [0.36168, -0.50477, -0.73410], [0.89707, 0.45895, -2.72530], [-0.84933, -1.26272, -0.65115]]
}

---

Which of them is most stable, and which least? Most stable: <i>; least stable: <iii>.